Record 1
The following is a quantum chemistry calculation of a cluster of 7 separate species, C11H31N14O7 in total, from OMol25.

Geometry as XYZ:
```
63
Properties=species:S:1:pos:R:3:forces:R:3:mulliken_charge:R:1
O -2.180 -0.908 -3.557 -0.2374 -0.5683 -0.7866 -0.46
C -1.536 -1.833 -3.294 0.0973 0.3558 0.9623 0.64
N -0.831 -2.727 -2.851 0.3297 -0.4911 -0.1185 -0.54
C 0.087 -2.275 -1.794 0.0123 0.6393 0.8723 0.67
C -0.158 -2.917 -0.394 -0.5647 -1.2408 -1.4234 -0.99
C 1.138 -3.539 -0.014 -0.3353 0.2964 0.6339 -0.13
N 2.069 -3.372 -0.874 -1.4500 -0.2921 -0.1130 0.17
C 1.586 -2.522 -1.985 1.2069 1.7499 -0.2637 -0.97
H -0.074 -1.196 -1.700 0.3363 -0.0891 0.1376 0.27
H -0.806 -3.785 -0.622 -0.0688 0.0876 0.4228 0.43
H -0.708 -2.325 0.336 0.4050 0.0879 0.1354 0.41
H 1.233 -4.104 0.909 0.4056 -0.0155 -0.1565 0.47
H 3.023 -3.744 -0.846 0.1893 0.0542 -0.3869 0.28
H 2.038 -1.550 -1.742 0.1619 -0.1398 -0.3083 0.48
H 1.996 -2.769 -2.963 -0.3132 -0.6118 0.1356 0.22
C -1.494 2.099 -1.179 0.2544 0.3506 0.0527 0.83
O -2.221 1.496 -0.396 -0.0650 -0.1576 0.0349 -0.85
N -1.352 1.709 -2.478 0.0670 -0.2637 0.1042 -0.36
N -0.777 3.188 -0.796 -0.0095 -0.1245 0.0436 -0.37
H -0.757 2.173 -3.139 -0.0564 0.0965 0.0137 0.15
H -1.877 0.902 -2.767 -0.0485 0.2850 -0.0675 0.23
H -0.855 3.483 0.162 0.0512 0.0993 0.0017 0.16
H -0.185 3.709 -1.415 -0.0513 0.0675 -0.0117 0.17
C -3.144 3.748 2.837 -0.4115 -0.2132 -0.0410 0.66
O -1.943 3.835 3.070 0.1214 0.1129 -0.0420 -0.66
N -4.086 4.303 3.651 0.1584 0.0693 0.0577 -0.37
N -3.611 3.093 1.739 0.1942 0.2367 -0.0345 -0.24
H -5.072 4.247 3.479 -0.0032 -0.0042 -0.0361 0.16
H -3.760 4.790 4.467 -0.0152 -0.0255 0.0285 0.26
H -2.921 2.673 1.131 -0.1809 -0.3284 -0.1320 0.12
H -4.583 3.008 1.507 -0.0191 -0.0165 0.0511 0.15
C 1.317 -7.151 -2.927 -0.0288 -0.0509 -0.0714 0.55
O 1.380 -8.185 -3.554 0.0201 0.0511 0.0205 -0.61
N 2.064 -6.931 -1.796 -0.0049 -0.0872 0.0332 -0.30
N 0.495 -6.116 -3.299 0.0498 0.0151 0.0073 -0.33
H 2.031 -6.087 -1.264 0.0112 0.0294 -0.0297 0.13
H 2.675 -7.670 -1.501 0.0029 -0.0063 -0.0151 0.19
H -0.063 -6.249 -4.122 -0.0171 -0.0080 0.0094 0.16
H 0.423 -5.251 -2.802 -0.0507 0.0277 -0.0299 0.20
C -0.289 2.069 6.356 -0.0118 0.0176 -0.0114 0.62
O 0.710 2.724 6.121 -0.0151 -0.0705 0.0123 -0.63
N -1.282 1.885 5.435 0.0787 -0.0540 -0.1920 -0.30
N -0.497 1.462 7.567 0.0472 -0.0436 0.0685 -0.38
H -2.108 1.346 5.611 0.0024 0.0071 0.0694 0.15
H -1.166 2.321 4.534 -0.0949 0.1621 0.0591 0.16
H 0.212 1.579 8.265 0.0004 0.0260 -0.0004 0.23
H -1.310 0.919 7.785 -0.0240 0.0203 -0.0134 0.16
C 5.137 -3.192 -3.096 0.3673 0.0667 -0.2272 0.71
O 4.392 -3.840 -2.358 -0.3885 0.1634 0.3537 -0.71
N 5.435 -3.610 -4.348 -0.2026 -0.1010 0.0389 -0.41
N 5.712 -2.022 -2.708 -0.2541 -0.0229 0.1024 -0.40
H 6.041 -3.110 -4.971 0.0404 0.0039 0.0234 0.17
H 5.027 -4.475 -4.655 0.0470 -0.0214 -0.0036 0.23
H 5.518 -1.694 -1.781 0.1169 0.0046 0.0268 0.21
H 6.324 -1.485 -3.293 0.0367 -0.0321 -0.0092 0.17
C -1.853 7.150 0.793 0.0833 0.0617 0.1850 0.56
O -1.383 8.105 0.202 -0.0022 -0.0407 -0.0648 -0.65
N -1.682 6.950 2.132 -0.0903 0.0951 0.0075 -0.28
N -2.590 6.187 0.152 -0.0274 -0.1937 -0.0801 -0.29
H -2.051 6.162 2.632 0.1637 -0.1146 -0.0488 0.14
H -1.144 7.634 2.630 0.0146 0.0122 -0.0265 0.18
H -2.728 6.299 -0.834 -0.0316 0.0539 0.0073 0.18
H -2.987 5.389 0.615 0.0006 0.0221 0.0321 0.18
```
Positions in Å, forces in eV/Å.

Results
max |F|	2.1	eV/A
charge	+1
calculated total energy	-47103.2325	eV
orbital gap	6.715	eV
LUMO	-4.35	eV

=====

Record 2
The following is a quantum chemistry calculation of a structure of composition C11H32ClO11S3Ti, from OMol25.

Geometry as XYZ:
```
59
Properties=species:S:1:pos:R:3:forces:R:3:lowdin_spin:R:1
Ti -0.519 0.030 1.102 -0.1452 0.1509 -0.0407 2.52
Cl -1.230 0.319 3.682 0.2775 -0.1790 -0.4450 0.06
O 0.779 -0.411 -1.149 -0.3771 0.4697 0.5640 0.03
S 1.503 -0.614 -2.360 -0.1289 -0.6264 -0.4094 0.01
O 2.746 0.029 -2.597 0.3639 0.3431 0.1023 0.00
O 1.816 -2.158 -2.469 0.0089 0.0725 0.0211 0.00
C 0.742 -3.089 -2.197 -0.4973 -0.2703 -0.4732 0.00
C 1.378 -4.410 -1.860 0.4125 0.3994 0.6447 0.00
C 0.454 -0.333 -3.758 0.0605 0.0838 0.2491 0.00
H 0.145 -3.179 -3.114 0.0457 0.0715 0.0435 0.00
H 0.085 -2.706 -1.416 0.2584 0.0600 0.1768 0.00
H 0.631 -5.146 -1.570 -0.0589 -0.1007 -0.3098 0.00
H 2.014 -4.271 -0.983 0.0016 -0.0516 -0.0386 0.00
H 2.010 -4.732 -2.683 -0.1527 -0.2752 -0.0442 0.00
H 0.538 0.718 -4.017 0.0646 0.0052 -0.0486 0.00
H -0.581 -0.533 -3.496 0.0122 -0.2016 -0.0288 0.00
H 0.843 -0.979 -4.539 -0.1536 0.0942 -0.1833 0.00
O 0.515 -1.941 1.586 -0.2654 0.1391 -0.9058 0.05
S 0.935 -3.025 2.416 0.3390 0.1216 1.3980 0.01
O 1.224 -4.294 1.842 -0.0787 -0.2337 -0.2471 0.00
O 2.262 -2.583 3.150 -0.1034 0.0822 -0.2114 0.00
C 2.266 -1.251 3.741 -0.3820 0.3969 0.2983 0.01
C 3.675 -0.744 3.734 0.2078 0.1305 0.1178 0.00
C -0.201 -3.132 3.765 0.1498 -0.2111 -0.4045 0.01
H 1.841 -1.311 4.746 0.1824 -0.2111 0.0317 0.00
H 1.605 -0.567 3.201 0.0223 -0.2376 -0.1852 0.01
H 4.367 -1.443 4.203 -0.0144 -0.0701 -0.0564 0.00
H 3.716 0.186 4.306 -0.0177 0.0271 -0.0695 0.00
H 3.994 -0.540 2.713 0.1204 -0.0480 0.0066 0.00
H -0.489 -2.107 4.016 -0.0961 0.0257 0.0742 0.00
H 0.306 -3.660 4.567 -0.0763 -0.0275 0.0899 0.00
H -1.052 -3.704 3.401 -0.0935 0.0654 0.0943 0.00
O -1.210 1.625 -0.533 0.0071 -0.8355 0.7517 0.06
S -1.319 2.628 -1.521 -0.1537 0.2500 -0.1389 0.02
O -1.265 2.277 -2.900 0.1112 -0.1022 -0.5979 0.00
O -2.674 3.341 -1.220 -0.3079 0.4119 -0.0440 0.00
C -3.120 4.377 -2.150 -0.1134 -0.3697 0.0265 0.00
C -4.298 5.046 -1.494 0.1528 0.1199 -0.0659 0.00
C -0.144 3.863 -1.171 0.3668 0.2078 -0.1433 0.01
H -3.399 3.885 -3.081 0.0617 0.0006 -0.0030 0.00
H -2.289 5.056 -2.341 -0.0656 0.1031 -0.0112 0.00
H -3.981 5.650 -0.646 -0.0491 -0.0451 0.0672 0.00
H -4.990 4.279 -1.152 -0.1173 0.0776 0.0046 0.00
H -4.793 5.695 -2.215 -0.0560 -0.0180 0.0235 0.00
H 0.828 3.375 -1.207 0.0198 0.0049 0.1614 0.00
H -0.378 4.254 -0.185 0.1692 0.0338 0.0739 0.00
H -0.168 4.636 -1.934 -0.0582 0.0714 0.0207 0.00
C -3.254 -1.271 -0.379 -0.2601 -0.2811 0.4934 0.02
O -2.067 -1.664 0.311 0.2187 0.3841 0.0408 0.05
H -2.992 -0.647 -1.229 -0.0558 -0.0376 -0.1333 0.00
H -3.857 -2.134 -0.669 0.2286 -0.0566 -0.2666 0.00
H -3.884 -0.709 0.311 0.1959 0.2141 0.0018 0.01
H -1.899 -2.609 0.262 -0.1198 0.0107 -0.0675 0.01
C 2.443 1.630 1.016 -0.1320 -0.3103 0.7828 0.02
O 1.108 1.691 1.525 0.0327 0.0271 -0.3838 0.06
H 3.144 1.759 1.847 0.1091 0.2006 -0.1409 0.00
H 2.571 0.613 0.655 0.0006 0.1014 -0.3375 0.01
H 2.627 2.372 0.240 0.0389 -0.0675 -0.1392 0.00
H 0.937 2.564 1.893 -0.1104 -0.0903 0.2138 0.01
```
Positions in Å, forces in eV/Å.

Results
energy relative to the best compared isomer or geometry (same formula, charge and spin)	0.0000	eV
2S+1	4
max |F|	1.4	eV/A
charge	0
calculated total energy	-102589.4690	eV
orbital gap (spin up / spin down)	3.341 / 7.934	eV
LUMO (spin up / spin down)	0.16 / 0.08	eV

=====

Record 3
The following is a quantum chemistry calculation of a cluster of 4 separate species, C11H33BN2O7S in total, from OMol25.

Geometry as XYZ:
```
55
Properties=species:S:1:pos:R:3:forces:R:3:mulliken_charge:R:1
C -0.869 4.711 -0.121 -0.7572 0.0757 -0.1026 -0.66
N -1.147 3.286 -0.383 0.8720 0.5240 0.2061 -0.28
C 0.024 2.546 -0.827 -0.5877 -0.4859 -0.2489 -0.49
O 0.142 1.377 0.016 1.0375 0.4720 0.9762 -0.35
S 1.400 1.626 1.097 -0.0556 -1.2773 0.0211 0.64
O 1.311 0.521 2.068 -0.2066 1.7089 -1.2455 -0.53
O 0.952 3.069 1.812 -0.2858 -1.9764 0.7545 -0.19
B 0.225 2.938 3.033 -0.3897 0.5618 1.2916 0.54
N 0.666 3.775 4.172 0.0776 -0.3436 -1.4518 -0.65
O -0.884 2.109 3.195 1.2986 0.3910 -1.4486 -0.48
H -1.456 4.987 0.761 0.2472 0.1289 0.0031 0.22
H 0.193 4.924 0.041 -0.1121 0.0029 0.0802 0.25
H -1.253 5.346 -0.924 0.2337 -0.1179 -0.0981 0.31
H -1.363 2.885 0.518 -0.2887 -0.2577 0.0037 0.16
H -0.100 2.161 -1.840 0.0096 0.0198 0.0301 0.37
H 0.959 3.127 -0.790 -0.1658 0.1015 0.0047 0.36
H 1.633 4.033 4.014 0.1264 0.1837 0.0596 0.26
H 0.165 4.655 4.181 -0.3019 0.0435 0.4817 0.25
H -1.644 2.638 3.397 -0.7964 0.2497 0.5991 0.20
C -4.612 2.124 1.886 0.2175 -0.0905 -0.0264 -1.08
C -4.461 3.218 2.931 -0.5941 -0.0007 -0.4575 0.60
C -5.769 3.470 3.666 0.0679 0.0896 0.2437 -1.45
O -4.015 4.425 2.309 0.4761 -0.0489 0.3064 -0.51
H -5.350 2.411 1.132 -0.0724 0.0173 0.0861 0.37
H -3.668 1.958 1.364 0.0063 -0.0343 0.0433 0.17
H -4.928 1.184 2.340 -0.0058 0.0118 -0.0204 0.38
H -3.689 2.933 3.650 0.0307 0.1311 0.0291 0.17
H -6.544 3.800 2.969 0.0237 -0.1057 -0.0667 0.37
H -5.646 4.260 4.408 0.0337 -0.0475 0.0148 0.34
H -6.118 2.568 4.171 -0.0170 0.0140 -0.0249 0.37
H -4.683 4.693 1.672 -0.0840 0.0179 -0.1062 0.34
C 2.214 -3.475 -0.808 0.0557 -0.0263 -0.2163 -1.08
C 3.379 -2.991 0.042 -0.5422 0.0673 0.2663 0.31
C 3.211 -3.403 1.496 0.1608 -0.0406 0.1066 -1.26
O 3.486 -1.572 -0.048 0.3110 0.0100 -0.2132 -0.49
H 1.274 -3.039 -0.460 0.0194 -0.0531 0.1109 0.36
H 2.344 -3.167 -1.847 0.0583 -0.0364 0.0129 0.22
H 2.126 -4.563 -0.775 -0.0295 0.0165 0.0101 0.37
H 4.312 -3.400 -0.349 0.0471 0.1552 -0.0319 0.31
H 2.304 -2.963 1.919 -0.0529 -0.0407 -0.0798 0.29
H 4.050 -3.043 2.094 0.0226 -0.0330 -0.0442 0.33
H 3.151 -4.488 1.596 -0.0184 0.0169 0.0104 0.37
H 2.669 -1.195 0.295 -0.0574 0.0044 0.1267 0.26
C 1.032 -4.915 -4.277 -0.1832 -0.1455 0.0238 -1.07
C 2.096 -5.537 -5.168 0.0409 0.6080 0.0719 0.36
C 3.476 -4.979 -4.855 0.1535 -0.1407 -0.0399 -1.19
O 1.779 -5.302 -6.540 -0.0219 -0.4478 -0.0339 -0.55
H 0.980 -3.834 -4.433 0.1232 0.0098 0.0391 0.32
H 0.048 -5.320 -4.516 0.0372 -0.0541 0.0134 0.33
H 1.242 -5.104 -3.223 -0.0155 0.0389 -0.0053 0.22
H 2.101 -6.620 -5.031 -0.0406 -0.0136 -0.1627 0.28
H 3.504 -3.899 -5.030 -0.0820 0.0136 0.0852 0.32
H 4.228 -5.429 -5.504 -0.0256 -0.0452 0.0323 0.32
H 3.753 -5.167 -3.816 0.0006 0.0370 -0.0075 0.32
H 1.771 -4.352 -6.680 0.0011 0.1404 -0.0120 0.35
```
Positions in Å, forces in eV/Å.

Results
max |F|	2.1	eV/A
charge	0
calculated total energy	-40768.1120	eV
orbital gap	9.953	eV
LUMO	0.40	eV

=====

Record 4
The following is a quantum chemistry calculation of a structure of composition C11H33I2N5O3PSrTe, from OMol25.

Geometry as XYZ:
```
57
Properties=species:S:1:pos:R:3:forces:R:3:mulliken_charge:R:1
Sr 8.297 8.460 10.564 -0.1734 -0.3472 0.4575 1.24
N 6.335 6.982 9.378 0.0939 -0.2134 0.6498 -0.35
C 6.788 5.938 8.465 -1.7013 -0.5285 -0.2289 -0.94
C 8.165 6.174 8.032 0.9224 -0.1101 -0.3542 -0.72
N 9.060 6.391 9.166 0.6158 0.5865 -0.3177 0.04
C 9.567 5.191 9.839 -0.5477 0.4605 -0.1663 -0.94
C 8.982 5.084 11.230 0.4955 1.1736 -0.0660 -0.57
N 9.515 6.180 12.099 -0.2722 0.0058 -1.2976 -0.41
H 5.662 6.651 10.054 -0.1378 -0.3062 -0.0055 0.25
H 5.852 7.663 8.839 -0.3005 0.9088 -0.3673 0.15
H 6.178 5.901 7.567 -0.2543 0.2090 -0.3036 0.44
H 6.611 4.958 8.850 0.1936 -0.6809 0.8761 0.40
H 8.104 7.060 7.408 0.6179 0.3286 0.0376 0.20
H 8.511 5.343 7.413 0.0132 -0.0608 -0.1633 0.51
H 9.835 6.913 8.799 0.4966 0.2164 -0.1731 0.10
H 10.649 5.199 9.868 0.3191 -0.0198 0.0313 0.40
H 9.256 4.349 9.241 0.0045 -0.6792 -0.0335 0.35
H 9.187 4.107 11.583 0.1246 -1.0557 0.7269 0.50
H 7.918 5.206 11.081 -0.4633 -0.0103 0.4227 0.27
H 10.524 6.203 12.027 0.1257 -0.0022 0.0021 0.12
H 9.299 6.104 13.075 -0.3163 -0.3334 0.2990 0.20
I 12.895 9.151 13.173 -0.4813 0.0128 0.4568 0.06
C 13.602 8.864 11.218 -0.3214 0.1401 0.4968 -0.90
I 12.496 7.636 9.964 -0.4217 -0.5908 -0.4618 0.14
H 14.521 8.345 11.378 0.7040 0.2455 -0.3543 0.45
H 13.610 9.842 10.773 0.5020 0.1609 -0.2292 0.37
N 6.032 9.991 10.854 0.3736 -0.5239 -0.0708 -0.31
C 5.896 10.447 12.240 -0.8762 2.1193 -1.3309 -0.57
C 7.179 10.401 12.958 2.1658 -0.2478 0.3160 -0.50
N 7.681 9.039 13.232 1.5019 0.1037 -0.2850 -0.54
H 6.590 10.703 10.360 -0.8034 -0.3744 -0.2215 0.10
H 5.110 9.848 10.431 0.6971 0.3955 -0.0818 0.17
H 5.048 9.960 12.707 0.0225 -0.2446 0.3337 0.46
H 5.675 11.551 12.175 -0.2586 -0.8886 0.5374 0.31
H 7.078 10.899 13.901 -0.0564 0.8059 0.4168 0.49
H 7.978 10.899 12.336 -0.8580 -0.0794 0.6766 0.13
H 6.928 8.538 13.629 -0.7130 -0.8942 0.7272 0.18
H 8.477 9.036 13.920 -1.2285 0.1483 -0.9990 0.21
C 5.384 11.885 7.077 0.0395 -1.9913 -1.9212 -1.12
C 6.815 11.595 6.613 -0.4253 0.0523 0.3515 -0.11
O 7.708 11.907 7.777 0.3966 -0.6975 -0.8725 -0.34
P 8.753 10.730 8.162 -0.8958 -0.8041 0.5371 0.32
O 7.950 9.437 8.339 0.2934 0.6595 0.1675 -0.21
Te 10.119 11.122 10.112 -0.2977 0.5269 -0.2990 -0.40
O 9.669 10.428 6.932 0.7898 0.2475 -0.9089 -0.24
C 10.876 11.125 6.440 -1.2461 0.2074 -0.1834 -0.25
C 11.684 10.066 5.719 0.4357 0.8328 0.6893 -1.06
H 4.687 11.663 6.214 0.7020 0.5886 0.7685 0.36
H 5.227 12.854 7.470 -0.0583 0.9334 0.3339 0.34
H 5.153 11.104 7.779 -0.2889 -0.0789 0.7851 0.18
H 7.064 12.239 5.753 0.3796 -0.2557 0.5434 0.34
H 6.894 10.511 6.323 0.1552 1.1177 0.3301 0.24
H 11.396 11.566 7.312 -0.2806 -0.0968 -0.5396 0.32
H 10.467 11.883 5.721 0.7302 -0.3147 0.8289 0.23
H 11.768 9.211 6.398 -0.3374 -0.2687 -0.7114 0.22
H 12.697 10.412 5.592 0.5323 0.3755 0.0619 0.41
H 11.334 9.954 4.701 -0.4285 -0.8633 0.0854 0.29
```
Positions in Å, forces in eV/Å.

Results
energy relative to the best compared isomer or geometry (same formula, charge and spin)	1.4105	eV
max |F|	2.8	eV/A
charge	+1
calculated total energy	-59154.7328	eV
orbital gap	7.710	eV
LUMO	-2.43	eV